# C60H142O32P2

A 10-piece molecular cluster, C60H142O32P2 overall at a distorted geometry (ωB97M-V/def2-TZVPD, OMol25).

For the HOMO energy, the calculation gives -9.2 eV. The energy relative to the best compared isomer or geometry (same formula, charge and spin) comes out at 0.0 kcal/mol. As for the molar mass: 1437.7 Da. As for the SMILES: CCOP(=O)(OCC)OCC.CCOP(=O)(OCC)OCC.COCCOCCOC.COCCOCCOC.COCCOCCOC.COCCOCCOC.COCCOCCOC.COCCOCCOC.COCCOCCOC.COCCOCCOC. Its net charge is 0. For the LUMO energy, the calculation gives 0.5 eV. The HOMO-LUMO gap comes out at 9.7082 eV. For the total energy, the calculation gives -148612.167 eV. Its max |F| is 1.917 eV/Å.

Geometry as XYZ:
```
236
Properties=species:S:1:pos:R:3:mulliken_charge:R:1
C -2.92054 13.37923 5.00207 2.03
C -1.41196 13.48816 4.97968 -1.07
O -0.96852 12.89645 3.74002 -0.03
P 0.09402 11.70590 3.73963 0.39
O 0.24045 10.97963 2.47727 -0.27
O -0.22736 10.77886 5.01025 -0.33
C -1.29233 9.81736 4.87728 0.65
C -1.82329 9.61724 6.30380 -1.06
O 1.39319 12.47896 4.26311 -0.29
C 2.61534 11.77128 4.51717 -0.18
C 3.37763 12.58371 5.54238 -1.29
H -3.34084 13.56106 5.99201 -0.17
H -3.31372 14.01943 4.21284 -0.81
H -3.20896 12.36117 4.73166 -0.66
H -1.00186 14.49893 5.00191 0.30
H -1.00687 12.98634 5.86395 0.58
H -2.08432 10.21304 4.23715 -0.31
H -0.89055 8.87029 4.52179 0.57
H -2.24497 10.51615 6.74545 0.02
H -2.49537 8.76031 6.32627 0.07
H -0.93492 9.33411 6.87448 0.42
H 2.41423 10.77774 4.92074 0.30
H 3.15557 11.69208 3.57317 0.25
H 4.25076 12.06307 5.93731 0.38
H 3.63921 13.59160 5.22313 0.31
H 2.73863 12.73441 6.41803 0.31
C -5.65919 8.32069 -0.51146 -0.41
C -5.74923 9.80954 -0.84747 1.07
O -6.24735 10.57955 0.26313 0.82
P -5.28767 11.19526 1.39210 -1.15
O -5.89186 12.33247 2.09914 -0.58
O -4.97481 9.91532 2.30630 0.50
C -5.89088 9.62070 3.37892 0.76
C -7.34049 9.43784 2.95567 -0.32
O -3.91368 11.42342 0.64642 0.41
C -2.79974 11.96130 1.37938 0.59
C -2.62954 13.42664 1.12538 -0.97
H -6.61209 7.84519 -0.29089 -0.08
H -5.18897 7.83211 -1.36810 0.85
H -4.93337 8.25208 0.30107 -0.30
H -4.74950 10.15850 -1.10480 -1.00
H -6.33531 9.97484 -1.75136 0.14
H -5.54472 8.67003 3.77830 -0.37
H -5.75996 10.44377 4.08348 -0.16
H -7.82036 8.76339 3.67156 -0.58
H -7.92837 10.35356 2.93694 -0.11
H -7.35887 8.88422 2.01508 0.45
H -2.77860 11.66846 2.43114 -0.55
H -1.90692 11.43116 1.03149 0.02
H -2.46636 13.69867 0.08085 0.22
H -3.40651 14.07787 1.52197 -0.32
H -1.65231 13.71750 1.51830 0.55
C -9.70303 5.28299 2.44058 -0.70
O -8.34288 5.39486 2.09974 -0.21
C -7.51520 5.58320 3.23318 0.51
C -6.08511 5.67727 2.72778 0.51
O -5.71108 4.60891 1.86531 -0.63
C -5.86941 4.94455 0.47260 0.66
C -5.61349 3.68892 -0.32330 -0.72
O -5.50644 4.11370 -1.67488 -0.27
C -5.09911 3.01319 -2.50752 -0.66
H -9.96291 6.22948 2.92556 0.05
H -9.92442 4.43327 3.10005 0.30
H -10.28968 5.08055 1.54519 0.36
H -7.66974 4.77613 3.95192 0.35
H -7.74933 6.54162 3.71152 -0.65
H -5.44406 5.44964 3.58308 0.29
H -5.84506 6.67353 2.35046 -0.55
H -5.08404 5.66502 0.22983 -0.19
H -6.87652 5.34054 0.35933 0.16
H -6.40623 2.93345 -0.26169 0.39
H -4.72357 3.18078 0.06964 0.22
H -4.02337 2.92367 -2.35626 0.14
H -5.23511 3.36901 -3.52896 0.25
H -5.72478 2.13691 -2.35377 0.31
C -11.40553 8.15473 1.23426 -0.31
O -11.49434 8.42546 -0.16445 -0.42
C -10.35868 7.87849 -0.81651 0.90
C -10.58934 8.01762 -2.33418 -1.12
O -10.42478 9.30557 -2.85186 -0.41
C -9.12254 9.82736 -2.90260 0.76
C -9.21115 11.23080 -3.44411 -0.90
O -7.93392 11.65557 -3.91624 -0.07
C -8.05622 12.78470 -4.75533 -0.91
H -10.47195 8.49422 1.69359 -0.18
H -11.43509 7.06394 1.27760 0.34
H -12.24777 8.62520 1.73388 0.32
H -10.32878 6.80279 -0.61691 0.36
H -9.40455 8.33313 -0.54072 -0.45
H -11.63488 7.76393 -2.50595 0.37
H -9.94767 7.31788 -2.88496 0.37
H -8.45478 9.13475 -3.43704 0.58
H -8.65858 9.82364 -1.90530 -0.88
H -9.49868 11.90784 -2.63695 0.36
H -9.93143 11.27832 -4.26274 0.49
H -8.39444 13.63965 -4.16064 0.35
H -8.80305 12.56872 -5.52800 0.34
H -7.13990 13.04987 -5.27852 0.24
C -8.87040 4.88176 6.68844 -0.98
O -9.00693 6.09666 5.97085 0.21
C -9.92516 6.95234 6.62544 -0.99
C -9.52944 8.40367 6.43561 -0.07
O -8.29450 8.55567 7.13649 -0.42
C -7.57409 9.70690 6.78108 0.76
C -6.08879 9.58029 7.15442 -0.82
O -5.37620 8.71054 6.31895 0.21
C -5.55909 7.31089 6.45055 -0.55
H -8.09251 4.32008 6.16991 0.24
H -9.78351 4.27827 6.66001 0.30
H -8.55980 5.05539 7.72083 0.35
H -9.91501 6.83836 7.71522 0.43
H -10.92708 6.68416 6.27526 0.37
H -10.22315 9.11504 6.89285 0.40
H -9.41557 8.70672 5.39018 -0.08
H -7.98454 10.60072 7.26740 0.52
H -7.61920 9.90356 5.70317 -0.68
H -5.96849 9.34652 8.21754 0.49
H -5.67719 10.56877 6.94338 -0.08
H -5.99880 7.02527 7.40760 0.39
H -4.62753 6.79516 6.22052 0.20
H -6.29803 7.01166 5.69576 -0.10
C -7.30942 13.04113 4.87753 1.75
O -6.77359 12.76192 6.16730 0.32
C -6.66558 13.94789 6.94488 0.34
C -6.38584 13.62028 8.38280 -1.41
O -5.05003 13.21973 8.49921 0.12
C -4.62555 12.87264 9.81257 -0.67
C -3.17737 12.45320 9.72974 -0.06
O -2.23232 13.49338 9.67670 -0.46
C -2.17941 14.19870 8.45282 -0.13
H -7.51908 12.05086 4.46291 -1.05
H -6.54302 13.48318 4.23726 -1.17
H -8.26016 13.57532 4.91273 0.58
H -7.61882 14.48499 6.85132 -0.10
H -5.95568 14.64156 6.48102 -0.11
H -7.11124 12.87629 8.74337 0.39
H -6.61260 14.48393 9.02649 0.45
H -5.25191 12.06197 10.19737 0.40
H -4.73223 13.76095 10.44494 0.30
H -3.06111 11.75416 8.88912 -0.21
H -2.89003 11.81610 10.56912 0.42
H -3.12018 14.65860 8.14486 0.07
H -1.85404 13.57616 7.61213 -0.04
H -1.43389 14.97227 8.62956 0.39
C -9.94271 11.06696 0.21290 0.53
O -10.05191 12.39816 0.66366 -0.58
C -8.82016 12.88806 1.20557 0.19
C -8.96813 14.38645 1.37748 -0.22
O -10.03818 14.56374 2.28460 -0.18
C -10.27622 15.91495 2.61623 -1.20
C -9.21321 16.54766 3.47525 -0.19
O -9.07527 15.91965 4.73377 0.39
C -10.14482 16.17082 5.61522 -1.00
H -10.86812 10.79217 -0.29306 0.44
H -9.75811 10.34987 1.01778 -0.37
H -9.16134 11.01076 -0.55320 -0.22
H -7.93651 12.61874 0.62649 0.04
H -8.76159 12.38442 2.17352 -0.21
H -9.14012 14.85417 0.39961 0.42
H -8.03763 14.81725 1.76187 0.01
H -11.27756 16.03742 3.03300 0.54
H -10.38607 16.50549 1.69260 0.40
H -9.36741 17.63190 3.55989 0.36
H -8.22478 16.46384 3.01876 0.29
H -11.07934 15.73765 5.25158 0.27
H -10.29480 17.25251 5.72944 0.31
H -9.93393 15.80776 6.61941 0.28
C -4.71771 11.15013 -3.96464 -0.99
O -3.56711 10.90542 -3.17923 -0.26
C -2.99581 12.10950 -2.73729 -0.82
C -1.70764 11.87712 -1.96245 0.82
O -0.59982 11.76110 -2.84549 -0.53
C -0.36620 10.47808 -3.38812 -0.60
C 0.07660 9.47399 -2.36277 0.48
O 1.36366 9.82454 -1.90496 -0.42
C 1.79713 9.18834 -0.73418 -0.15
H -4.40982 11.81764 -4.78012 0.42
H -5.51196 11.68211 -3.43451 0.29
H -5.11914 10.23662 -4.39492 0.36
H -3.65308 12.69036 -2.07567 0.35
H -2.74709 12.81767 -3.53615 0.69
H -1.89698 11.07562 -1.24492 -0.45
H -1.45861 12.80371 -1.45086 0.01
H 0.39465 10.58445 -4.16260 0.41
H -1.23424 10.07777 -3.92579 0.24
H 0.13611 8.48448 -2.83705 0.22
H -0.63163 9.39285 -1.53065 -0.38
H 2.84639 9.40466 -0.55619 0.34
H 1.68499 8.09568 -0.79763 0.13
H 1.17634 9.49325 0.11777 -0.05
C -5.85887 15.37866 3.56096 1.06
O -4.66367 15.65757 2.83951 -0.26
C -3.74496 16.43345 3.59132 -0.10
C -3.96363 17.91681 3.51132 -1.19
O -4.94704 18.23262 4.47896 -0.08
C -5.09253 19.57644 4.86945 -0.74
C -5.76236 19.63528 6.24052 -0.39
O -7.12589 19.98756 6.20079 -0.48
C -7.84298 18.96421 5.55654 -0.48
H -5.62679 15.06382 4.57935 0.41
H -6.40784 14.55274 3.09962 -1.23
H -6.53804 16.23327 3.51111 -0.35
H -2.77137 16.20759 3.14361 0.45
H -3.65379 16.09056 4.62665 0.15
H -4.26807 18.10879 2.47564 0.25
H -3.05159 18.45889 3.78512 0.56
H -5.67320 20.15101 4.13609 0.34
H -4.12905 20.10280 4.88233 0.49
H -5.28109 20.40281 6.84618 0.30
H -5.56070 18.68075 6.73776 0.28
H -8.89492 19.24498 5.52724 0.30
H -7.75901 17.98531 6.04554 0.19
H -7.48583 18.75704 4.54078 0.20
C -2.77018 6.66708 3.65232 0.82
O -1.61656 6.43475 2.86947 -0.55
C -1.51470 7.35027 1.80282 0.88
C -0.51462 6.94441 0.75364 -0.06
O -0.76493 5.63425 0.30188 -0.14
C 0.04314 5.29543 -0.79684 -0.26
C -0.27351 3.91415 -1.33099 -0.46
O -0.00192 2.92709 -0.35835 -0.36
C -1.01332 1.94990 -0.26612 -0.52
H -2.57196 7.45433 4.38706 -0.47
H -2.92972 5.73363 4.19373 0.42
H -3.62537 6.90175 3.01690 -0.41
H -1.24816 8.33189 2.21363 -0.01
H -2.45125 7.50037 1.24495 -0.39
H 0.49604 7.04461 1.17041 0.31
H -0.62776 7.62351 -0.09804 -0.32
H 1.08862 5.33081 -0.45784 0.32
H 0.00465 6.03900 -1.60502 0.09
H 0.38115 3.70882 -2.18422 0.34
H -1.30987 3.89538 -1.68126 0.11
H -0.70098 1.17125 0.42562 0.26
H -1.19515 1.50610 -1.25138 0.31
H -1.96616 2.35102 0.09481 0.12
```

# C5H15N2OSi

A 2-piece molecular cluster, C5H15N2OSi overall at a distorted geometry (ωB97M-V/def2-TZVPD, OMol25).

For the HOMO energy (alpha / beta), the calculation gives -8.2 / -13.6 eV. The expectation value of S² is 2.012. The spin multiplicity is 3. As for the molar mass: 147.3 Da. Its net charge is +1. For the LUMO energy (alpha / beta), the calculation gives -4.5 / -7.1 eV. The HOMO-LUMO gap (alpha / beta) comes out at 3.7472 / 6.4367 eV. For the total energy, the calculation gives -18321.696 eV. Its max |F| is 4.865 eV/Å.

Geometry as XYZ:
```
24
Properties=species:S:1:pos:R:3:mulliken_charge:R:1
C 2.50196 -0.39042 -0.36799 0.68
C 3.89768 -0.83781 -0.76128 -1.12
C -1.90912 0.75167 2.05589 -1.08
C -1.63450 -1.30698 -0.45123 -0.71
C -3.52074 1.36619 -0.66316 -0.88
N 2.16773 0.80155 -0.96521 -0.34
N 1.84290 -0.79017 0.71103 0.06
O 0.76366 -0.14341 1.07819 -0.20
Si -2.36843 0.29193 0.27395 -0.06
H 4.19699 -0.24269 -1.59927 0.36
H 4.74574 -0.55308 -0.06911 0.33
H 3.87349 -1.89494 -1.05583 0.34
H -0.90481 0.82905 2.30480 0.38
H -2.43466 1.58229 2.53375 0.38
H -2.03117 -0.12360 2.73182 0.35
H -1.07366 -1.14173 -1.38070 0.31
H -0.76165 -1.50753 0.26510 0.08
H -2.34647 -2.16484 -0.48934 0.36
H -2.82367 1.86024 -1.49321 0.27
H -4.37089 0.83072 -1.04475 0.33
H -3.79880 2.29419 -0.16702 0.35
H 2.59591 0.81288 -1.91153 0.31
H 1.22163 1.19502 -0.78172 0.29
H 2.17088 -1.51852 1.24680 0.21
```

# C29H44ClN5O3PbS

C29H44ClN5O3PbS as an isolated structure at a distorted geometry (ωB97M-V/def2-TZVPD, OMol25).

For the HOMO energy (alpha / beta), the calculation gives 2.3 / 0.6 eV. As for the molar mass: 785.4 Da. Its net charge is -2. For the LUMO energy (alpha / beta), the calculation gives 3.8 / 3.8 eV. The HOMO-LUMO gap (alpha / beta) comes out at 1.4654 / 3.2480 eV. For the total energy, the calculation gives -72982.362 eV. Its max |F| is 4.689 eV/Å.

Geometry as XYZ:
```
84
Properties=species:S:1:pos:R:3:mulliken_charge:R:1
Pb -0.25651 0.14977 -1.31654 0.63
Cl -1.87518 1.33027 0.53434 -0.60
C 1.06448 -0.39300 4.67927 -0.53
C 0.40493 -0.94647 2.64614 -0.80
N 0.05516 -0.28292 3.75955 0.89
H 2.94547 -1.46407 4.54658 0.35
N 1.60713 -1.49379 2.88196 0.99
H 1.02390 0.04201 5.64473 0.43
C -1.22911 0.35689 4.10751 1.68
C -1.41733 0.34010 5.62310 -2.33
C -1.24156 1.80540 3.70129 -1.24
H -0.69991 0.97992 6.14795 0.49
H -2.40855 0.76168 5.81912 0.46
H -1.40649 -0.66113 6.07127 0.40
H -3.30719 0.12911 3.71996 0.43
H -2.42259 -1.43467 3.82381 0.35
H -1.02660 1.85544 2.63615 -0.11
C -2.36518 -0.39383 3.45632 -1.56
H -0.52360 2.40316 4.26679 0.31
H -2.25479 2.17537 3.86392 0.50
H -2.21183 -0.33343 2.36886 0.21
C 2.00937 -1.13766 4.12695 -0.79
C 3.55958 -1.84128 1.44117 -1.48
H 4.25919 -1.41475 2.17894 0.28
H 4.07849 -2.64296 0.89739 0.55
C 2.36307 -2.51104 2.10611 1.75
H 1.93946 -3.95373 0.64122 0.50
C 2.87885 -3.57333 3.05905 -2.09
H 2.08626 -4.07752 3.60865 0.37
H 3.27943 -1.04493 0.73454 0.15
H 1.27397 -2.35391 0.23220 0.20
H 3.61543 -3.20146 3.76514 0.48
H 3.38323 -4.30193 2.43792 0.51
C 1.45180 -3.07165 1.05232 -1.88
H 0.49454 -3.38262 1.45990 0.34
C -3.28853 -0.28035 -4.86274 -0.57
N -2.82807 0.15873 -3.67162 0.53
H -2.46973 -1.79133 -6.19509 0.35
N -1.50220 -1.36425 -4.31841 0.60
H -4.09578 0.10621 -5.42077 0.43
C -3.61845 1.13458 -2.89168 1.67
C -4.67844 1.82601 -3.78685 -2.17
C -4.31886 0.33401 -1.80049 -1.61
H -5.45997 1.17216 -4.20829 0.45
H -5.21188 2.54235 -3.15374 0.44
H -4.25440 2.40629 -4.61928 0.44
H -3.06930 2.77976 -1.65369 0.42
H -2.32048 2.78618 -3.29862 0.34
H -3.58084 -0.25117 -1.25438 0.27
C -2.62089 2.17215 -2.44269 -0.73
H -5.07794 -0.33436 -2.22223 0.38
H -4.80089 1.03675 -1.12202 0.43
H -1.71445 1.72420 -2.04984 -0.46
C -2.46557 -1.26512 -5.27120 -0.72
C -1.19174 -3.70762 -3.71386 -1.75
H -2.08299 -4.05043 -4.26937 0.34
H -0.44224 -4.51592 -3.71417 0.43
C -0.55240 -2.46638 -4.38340 1.73
H 1.40711 -2.84043 -3.61096 0.48
C -0.23603 -2.81591 -5.85774 -1.96
H 0.13115 -1.94155 -6.43205 0.41
H -1.47220 -3.44870 -2.68460 0.35
H 0.42511 -1.68711 -2.65591 -0.57
H -1.08372 -3.26522 -6.42110 0.43
H 0.57137 -3.57734 -5.85809 0.43
C 0.69660 -2.00309 -3.66582 -1.00
H 1.12090 -1.15356 -4.20593 0.43
C -1.70591 -0.49579 -3.28916 -0.39
O 3.68053 0.95266 2.83358 -0.64
S 2.61095 1.89036 2.56480 0.97
O 1.85651 2.39308 3.69401 -0.69
N 1.67898 1.37868 1.33526 0.10
C 1.74890 2.18730 0.23990 0.36
O 1.06052 1.98534 -0.76546 -0.76
C 2.76189 3.30406 0.44516 -0.75
C 3.25525 4.32187 -0.41268 -0.54
C 4.20020 5.25161 0.06621 -0.33
C 4.69812 5.18482 1.38977 -0.62
C 4.25336 4.15177 2.21272 -0.53
C 3.30016 3.26283 1.70768 0.45
H 2.89614 4.38345 -1.43066 0.41
H 4.57480 6.05262 -0.59065 0.29
H 5.44327 5.93085 1.75911 0.26
H 4.64478 4.02791 3.23343 0.33
```